# 1
C16H18N4S | ωB97M-V/def2-TZVPD

Last column: Mulliken charge in e.
Atoms and positions in Å:
S (-1.8648, -3.0045, 1.4760)  -0.425
C (-0.9764, -2.2733, 0.2825)  0.287
N (-0.4854, -3.0348, -0.7245)  -0.130
C (0.4372, -2.5366, -1.7314)  -0.732
N (1.1083, -1.3481, -1.2754)  -0.034
C (2.1371, -1.6221, -0.2701)  -0.565
C (2.8473, -0.3589, 0.1217)  0.219
C (2.9194, 0.0595, 1.4441)  -0.291
C (3.5854, 1.2373, 1.7439)  -0.510
C (4.1489, 1.9565, 0.7014)  -0.321
N (4.0805, 1.5720, -0.5624)  -0.644
C (3.4507, 0.4472, -0.8412)  -0.093
C (0.1120, -0.4107, -0.8216)  -1.022
N (-0.6817, -0.9572, 0.2678)  0.461
C (-1.2200, -0.0316, 1.2416)  -1.688
C (-2.2441, 0.8723, 0.6080)  0.680
C (-3.4554, 0.3400, 0.1819)  -0.163
C (-4.3951, 1.1460, -0.4337)  -0.668
C (-4.1340, 2.4924, -0.6288)  -0.383
C (-2.9300, 3.0287, -0.2068)  -0.635
C (-1.9870, 2.2206, 0.4051)  -0.327
H (-0.6702, -4.0223, -0.6521)  0.242
H (-0.1112, -2.2870, -2.6520)  0.301
H (1.1719, -3.3126, -1.9633)  0.409
H (2.8532, -2.3102, -0.7305)  0.473
H (1.7236, -2.1058, 0.6280)  0.380
H (2.4617, -0.5293, 2.2277)  0.431
H (3.6616, 1.5877, 2.7616)  0.399
H (4.6784, 2.8828, 0.8798)  0.371
H (3.4120, 0.1690, -1.8858)  0.403
H (-0.5302, -0.1501, -1.6744)  0.126
H (0.6000, 0.5004, -0.4664)  0.537
H (-0.3953, 0.5549, 1.6622)  0.419
H (-1.6775, -0.6324, 2.0331)  0.600
H (-3.6576, -0.7089, 0.3421)  0.415
H (-5.3349, 0.7246, -0.7586)  0.379
H (-4.8689, 3.1229, -1.1071)  0.378
H (-2.7223, 4.0782, -0.3558)  0.370
H (-1.0472, 2.6432, 0.7334)  0.349

Cartesian forces (eV/Å) of the 3 atoms listed first:
-0.51 -0.47 0.56
0.04 -0.12 0.00
0.21 0.12 -0.08

- Energy: -33680.16493 eV
- Charge: 0
- E_LUMO: 0.0228 Eh
- HOMO-LUMO gap: 8.736 eV
- HOMO energy: -8.12 eV
- Structure (SMILES): S=C1NCN(Cc2cccnc2)CN1Cc1ccccc1

# 2
C16H19BBeN6S | ωB97M-V/def2-TZVPD

Last column: Mulliken charge in e.
Atoms and positions in Å:
H (-4.2048, 0.6691, 0.8855)  0.496
N (-2.8070, 0.2117, -0.6575)  -0.125
B (-1.3889, -1.2855, -2.3090)  0.335
N (-2.6514, -0.9339, -1.4556)  0.258
C (-3.7891, -1.6433, -1.4129)  -0.103
Be (-1.9107, 1.6702, -0.7713)  -0.204
H (-3.8765, -2.5198, -2.0344)  0.443
C (-4.6114, -1.1232, -0.4295)  -0.953
H (-5.5479, -1.5386, -0.0934)  0.392
C (-3.9523, 0.0121, 0.0613)  -0.099
H (-1.8210, -1.8936, -3.2758)  -0.160
C (3.4294, 0.3084, 1.5573)  -1.014
H (4.0916, 1.1759, 1.6198)  0.312
H (2.7502, 0.4507, 0.7135)  0.211
H (4.0414, -0.5752, 1.3649)  0.333
N (-0.2418, -2.3490, -1.7352)  0.378
N (-0.9352, 0.1123, -2.8578)  0.242
N (0.5183, -2.0800, -0.5851)  -0.674
N (-0.9691, 1.3342, -2.1626)  -0.009
C (0.1588, -3.5655, -2.2348)  -0.354
C (-0.4988, 0.3432, -4.1106)  -0.089
H (-0.2838, -4.0067, -3.1317)  0.402
H (-0.4779, -0.4571, -4.8196)  0.451
C (1.1817, -4.0810, -1.4014)  -0.741
C (-0.0413, 1.6475, -4.1865)  -0.914
C (1.3547, -3.0930, -0.3932)  -0.102
C (-0.2954, 2.2271, -2.9419)  -0.160
H (1.7411, -5.0015, -1.4815)  0.361
H (0.4591, 2.0843, -5.0327)  0.383
H (2.0507, -3.0688, 0.4552)  0.395
H (-0.0322, 3.2120, -2.5759)  0.494
H (2.8897, 0.1946, 2.4519)  0.171
S (-1.3418, 2.8758, 0.9464)  -0.277
C (-0.1536, 2.3673, 2.0232)  0.405
C (1.0417, 3.1349, 2.1562)  -0.485
C (1.8331, 3.0399, 3.3029)  -0.401
C (1.4915, 2.0981, 4.2971)  -0.432
C (0.5112, 1.1272, 4.0171)  -0.519
C (-0.2790, 1.2449, 2.8736)  -0.345
H (1.2495, 3.8932, 1.3936)  0.338
H (2.7131, 3.6799, 3.4540)  0.367
H (2.0990, 2.0040, 5.1956)  0.322
H (0.3359, 0.2960, 4.7071)  0.339
H (-1.1066, 0.5781, 2.6616)  0.329

Cartesian forces (eV/Å) of the 3 atoms listed first:
-0.05 0.09 -0.36
-0.44 -1.36 0.91
0.26 -1.14 -0.65

- Energy: -37756.30240 eV
- Charge: 0
- E_LUMO: -0.0102 Eh
- HOMO-LUMO gap: 7.484 eV
- Relative energy (zero: lowest compared OMol25 entry of this formula, charge and spin): 56.4 kcal per mole
- HOMO energy: -7.76 eV

# 3
C16H19BN6OsTe | ωB97M-V/def2-TZVPD

Last column: Mulliken charge in e.
Atoms and positions in Å:
C (0.0592, 3.1516, -0.4630)  0.165
N (0.2315, 1.9032, -0.9253)  -0.089
N (0.3875, 1.9104, -2.2966)  0.070
C (0.3044, 3.1829, -2.6698)  0.055
C (0.0872, 3.9811, -1.5569)  -1.164
B (0.5786, 0.6150, -3.1602)  -0.204
N (1.7051, -0.2687, -2.5911)  0.252
N (1.7756, -0.5698, -1.2467)  -0.441
C (2.8738, -1.3392, -1.0989)  0.038
C (3.5050, -1.5362, -2.3317)  -1.053
C (2.7334, -0.8411, -3.2521)  -0.044
Os (0.2290, 0.1938, 0.0196)  0.798
N (-0.7481, -0.1914, -3.2248)  0.252
N (-1.3428, -0.6878, -2.1031)  -0.203
C (-2.4797, -1.2742, -2.5172)  -0.189
C (-2.6312, -1.1555, -3.9105)  -0.813
C (-1.4955, -0.4657, -4.3269)  0.113
H (-3.1969, -1.7707, -1.8412)  0.481
H (-1.1484, -0.1343, -5.2958)  0.486
H (-3.4173, -1.4977, -4.5574)  0.474
H (0.8462, 0.9733, -4.2450)  0.012
H (2.8274, -0.6944, -4.3232)  0.495
H (0.4100, 3.3842, -3.7088)  0.553
H (4.3930, -2.0958, -2.5588)  0.460
H (-0.0296, 5.0284, -1.5350)  0.489
H (3.1965, -1.7308, -0.1181)  0.456
H (-0.1127, 3.2975, 0.6353)  0.372
H (-0.5183, -1.4414, -0.1783)  0.010
C (0.1070, -1.5784, 0.8672)  -0.417
H (0.9247, -2.3161, 0.6469)  0.474
H (0.7731, -0.5079, 1.4203)  -0.019
H (-0.6301, -1.7780, 1.6595)  0.646
Te (-1.4460, 0.9161, 1.8549)  0.459
C (-1.1232, 0.0913, 3.8197)  0.299
C (-2.0719, 0.2763, 4.8587)  -0.324
C (-1.7835, -0.1623, 6.1724)  -0.428
C (-0.5677, -0.8075, 6.4587)  -0.516
C (0.3654, -1.0053, 5.4308)  -0.570
C (0.0963, -0.5586, 4.1114)  0.159
H (-3.0076, 0.8026, 4.6561)  0.439
H (-2.4939, 0.0096, 6.9758)  0.464
H (-0.3363, -1.1382, 7.4709)  0.469
H (1.3186, -1.4869, 5.6325)  0.451
H (0.8524, -0.6836, 3.3456)  0.583

Cartesian forces (eV/Å) of the 3 atoms listed first:
-0.63 1.24 0.20
0.18 -2.88 -0.38
0.28 0.64 0.53

- Energy: -36226.56316 eV
- Charge: +4
- E_LUMO (alpha / beta): -0.5705 / -0.6042 Eh
- HOMO-LUMO gap (alpha / beta): 5.364 / 4.271 eV
- Spin multiplicity: 5
- HOMO energy (alpha / beta): -20.89 / -20.71 eV